{"formula": "C39H84O31S9", "method": "ωB97M-V/def2-TZVPD", "symbols": ["C", "C", "O", "S", "C", "O", "O", "H", "H", "H", "H", "H", "H", "H", "H", "C", "C", "O", "S", "C", "O", "O", "H", "H", "H", "H", "H", "H", "H", "H", "C", "C", "O", "S", "C", "O", "O", "H", "H", "H", "H", "H", "H", "H", "H", "C", "C", "O", "S", "C", "O", "O", "H", "H", "H", "H", "H", "H", "H", "H", "C", "C", "O", "S", "C", "O", "O", "H", "H", "H", "H", "H", "H", "H", "H", "C", "C", "O", "S", "C", "O", "O", "H", "H", "H", "H", "H", "H", "H", "H", "C", "C", "O", "S", "C", "O", "O", "H", "H", "H", "H", "H", "H", "H", "H", "C", "C", "O", "S", "C", "O", "O", "H", "H", "H", "H", "H", "H", "H", "H", "C", "C", "O", "S", "C", "O", "O", "H", "H", "H", "H", "H", "H", "H", "H", "O", "C", "C", "C", "C", "O", "C", "C", "H", "H", "H", "H", "H", "H", "O", "C", "C", "C", "C", "O", "C", "C", "H", "H", "H", "H", "H", "H"], "coordinates": [[9.505, -27.744, -2.937], [8.589, -27.040, -3.917], [7.547, -27.956, -4.088], [6.161, -27.239, -4.712], [5.333, -28.912, -5.037], [5.570, -26.472, -3.575], [6.537, -26.656, -6.004], [10.425, -27.308, -2.549], [9.727, -28.712, -3.386], [8.845, -27.948, -2.093], [8.360, -26.029, -3.581], [9.046, -26.886, -4.894], [5.006, -29.267, -4.059], [6.125, -29.587, -5.361], [4.591, -28.802, -5.827], [-1.633, -27.867, -8.480], [-1.077, -28.632, -9.658], [-0.239, -27.787, -10.374], [0.803, -28.393, -11.494], [2.246, -28.626, -10.251], [0.269, -29.633, -11.996], [1.107, -27.336, -12.483], [-2.294, -28.514, -7.903], [-2.278, -27.020, -8.714], [-0.841, -27.503, -7.825], [-0.754, -29.515, -9.106], [-1.798, -29.078, -10.342], [2.448, -27.675, -9.758], [3.180, -28.871, -10.755], [2.109, -29.409, -9.504], [5.914, -21.634, -10.100], [5.777, -20.591, -11.222], [7.077, -20.287, -11.649], [7.305, -19.198, -12.903], [7.463, -20.337, -14.257], [6.054, -18.421, -13.058], [8.527, -18.493, -12.705], [6.674, -21.357, -9.369], [6.372, -22.510, -10.560], [5.006, -21.826, -9.528], [5.269, -21.207, -11.963], [5.105, -19.764, -10.994], [7.984, -21.167, -13.779], [8.075, -19.850, -15.016], [6.490, -20.440, -14.739], [-0.936, -24.649, -5.061], [0.209, -25.355, -4.400], [-0.260, -26.122, -3.283], [-0.390, -27.822, -3.335], [1.407, -28.261, -2.888], [-1.213, -28.230, -2.174], [-0.693, -28.220, -4.688], [-1.360, -23.797, -4.530], [-1.628, -25.387, -5.465], [-0.709, -24.173, -6.016], [0.584, -26.070, -5.132], [1.022, -24.638, -4.284], [1.981, -27.886, -3.735], [1.437, -29.346, -2.984], [1.619, -27.764, -1.942], [2.039, -21.421, -7.527], [2.123, -22.991, -7.261], [2.240, -23.613, -8.590], [2.885, -25.169, -8.666], [4.719, -24.945, -8.139], [2.059, -26.034, -7.809], [2.933, -25.440, -10.128], [3.069, -21.297, -7.862], [1.816, -20.797, -6.662], [1.320, -21.237, -8.325], [2.892, -23.077, -6.493], [1.271, -23.345, -6.680], [4.728, -24.991, -7.050], [5.003, -23.940, -8.451], [5.339, -25.778, -8.471], [3.180, -23.654, -16.917], [4.047, -23.277, -15.731], [4.946, -24.255, -15.500], [5.771, -24.177, -14.047], [4.472, -25.013, -13.004], [6.929, -25.025, -14.246], [5.942, -22.818, -13.537], [2.418, -22.877, -16.974], [2.659, -24.604, -16.808], [3.710, -23.553, -17.865], [4.550, -22.342, -15.979], [3.431, -23.173, -14.838], [4.081, -25.884, -13.530], [3.714, -24.275, -12.740], [4.990, -25.348, -12.105], [-0.769, -19.250, -7.068], [-0.006, -18.046, -7.686], [0.612, -17.435, -6.625], [1.409, -16.020, -7.000], [2.484, -16.613, -8.320], [0.419, -15.009, -7.441], [2.210, -15.635, -5.792], [-1.713, -18.928, -6.630], [-0.298, -19.819, -6.267], [-1.109, -19.893, -7.880], [0.781, -18.458, -8.319], [-0.621, -17.395, -8.306], [3.154, -15.843, -8.702], [1.941, -16.976, -9.193], [3.054, -17.440, -7.896], [-1.523, -23.226, -8.915], [-2.900, -22.748, -8.464], [-2.745, -22.881, -7.062], [-3.620, -21.789, -6.142], [-5.349, -22.560, -6.343], [-3.233, -22.015, -4.713], [-3.669, -20.543, -6.820], [-1.414, -23.398, -9.986], [-1.243, -24.109, -8.340], [-0.787, -22.434, -8.779], [-3.090, -21.783, -8.935], [-3.564, -23.385, -9.047], [-5.893, -21.857, -6.974], [-5.724, -22.467, -5.323], [-5.389, -23.572, -6.745], [7.236, -22.481, -6.340], [7.270, -22.628, -4.804], [6.225, -23.536, -4.466], [4.713, -22.851, -4.373], [4.526, -22.499, -2.561], [4.701, -21.611, -5.180], [3.743, -23.918, -4.648], [7.783, -21.565, -6.564], [6.272, -22.487, -6.848], [7.849, -23.312, -6.690], [8.195, -23.099, -4.472], [7.148, -21.736, -4.190], [5.227, -21.672, -2.446], [4.934, -23.350, -2.016], [3.495, -22.383, -2.226], [2.452, -20.725, -12.283], [1.763, -21.905, -12.556], [1.301, -22.128, -13.855], [0.799, -23.368, -14.286], [0.548, -24.322, -13.278], [-0.126, -25.430, -13.629], [0.896, -24.051, -11.936], [1.572, -22.882, -11.571], [2.516, -20.120, -13.026], [1.445, -21.264, -14.488], [0.330, -23.520, -15.247], [0.347, -26.129, -13.171], [0.582, -24.698, -11.131], [1.745, -22.670, -10.527], [9.258, -23.619, -11.509], [8.769, -24.644, -10.726], [8.630, -24.446, -9.382], [8.237, -25.558, -8.600], [8.022, -26.797, -9.146], [7.599, -27.794, -8.435], [8.220, -26.988, -10.496], [8.636, -25.957, -11.291], [9.094, -22.787, -11.058], [8.774, -23.487, -8.907], [8.153, -25.321, -7.550], [7.260, -27.417, -7.620], [8.013, -27.970, -10.897], [8.662, -25.992, -12.370]], "lumo_energy_ev": -0.3, "e_tot_ha": -7452.178676, "smiles": "CCOS(C)(=O)=O.CCOS(C)(=O)=O.CCOS(C)(=O)=O.CCOS(C)(=O)=O.CCOS(C)(=O)=O.CCOS(C)(=O)=O.CCOS(C)(=O)=O.CCOS(C)(=O)=O.CCOS(C)(=O)=O.Oc1ccc(O)cc1.Oc1ccc(O)cc1"}